# 1
{"formula": "C8H23NSi2", "method": "ωB97M-V/def2-TZVPD", "charge": 0, "homo_ev": -7.808, "smiles": "CCN(CC)[SiH2][SiH](CC)CC", "species": ["C", "C", "C", "C", "C", "C", "C", "C", "N", "Si", "Si", "H", "H", "H", "H", "H", "H", "H", "H", "H", "H", "H", "H", "H", "H", "H", "H", "H", "H", "H", "H", "H", "H", "H"], "positions_angstrom": [[-1.434, 0.588, 2.467], [3.097, 1.088, 2.327], [-2.577, 1.117, -2.939], [-0.159, -2.587, -2.564], [0.080, 1.026, 2.438], [2.204, -0.163, 2.688], [-1.886, 0.975, -1.607], [0.161, -1.162, -3.060], [0.860, -0.137, 2.219], [0.386, -1.059, 0.760], [-0.140, 0.234, -1.634], [-1.552, -0.408, 2.909], [-1.749, 1.221, 3.244], [-1.807, 0.701, 1.472], [4.113, 0.960, 2.794], [3.402, 1.027, 1.289], [2.584, 1.958, 2.569], [-2.496, 2.131, -3.299], [-2.175, 0.408, -3.578], [-3.610, 0.819, -2.769], [0.277, -2.806, -1.654], [-1.282, -2.598, -2.578], [0.022, -3.289, -3.341], [0.252, 1.776, 1.575], [0.401, 1.404, 3.471], [2.824, -0.860, 2.243], [2.299, -0.254, 3.758], [-2.638, 0.552, -0.852], [-1.687, 1.926, -1.188], [-0.577, -0.816, -3.818], [1.164, -1.232, -3.335], [1.395, -2.058, 0.408], [-0.548, -1.945, 1.579], [0.796, 1.461, -1.996]], "forces_ev_per_angstrom": [[2.4, 0.1, 0.8], [1.3, -2.5, 0.0], [-1.0, 0.5, 1.4], [-3.5, 1.9, -2.3], [-0.2, 0.2, 0.4], [1.3, 3.1, 0.1], [-0.7, -1.3, 1.6], [-2.0, 0.8, 2.3], [0.9, -1.5, -1.9], [-0.4, 0.4, 0.6], [1.0, -1.1, 0.4], [0.2, 0.1, -0.6], [-1.7, 1.3, 0.3], [-1.0, 0.1, -0.2], [-1.1, 0.5, 0.3], [-0.6, 0.4, -0.6], [-0.3, 1.9, 0.4], [-0.1, 0.1, -0.5], [0.6, -1.0, -1.9], [-0.2, 0.4, -0.5], [0.7, -0.7, 1.8], [0.7, -0.4, 1.0], [0.9, -0.8, -0.5], [-0.3, -0.4, 1.6], [-0.6, 0.1, -1.5], [0.4, -2.5, -0.7], [-0.5, -0.3, 0.6], [1.4, 0.0, -0.9], [0.2, 1.3, 0.5], [1.0, -0.5, -0.1], [1.6, 0.9, -1.0], [0.6, 0.0, -0.1], [-0.4, 0.2, -1.4], [-0.7, -1.1, 0.5]]}

---

# 2
{"formula": "C17H40ClF2InNO6", "method": "ωB97M-V/def2-TZVPD", "charge": -1, "homo_ev": -4.875, "species": ["N", "C", "C", "In", "F", "Cl", "C", "C", "C", "F", "H", "H", "H", "H", "H", "H", "H", "H", "H", "H", "H", "H", "C", "O", "C", "C", "O", "C", "C", "O", "C", "H", "H", "H", "H", "H", "H", "H", "H", "H", "H", "H", "H", "H", "H", "C", "O", "C", "C", "O", "C", "C", "O", "C", "H", "H", "H", "H", "H", "H", "H", "H", "H", "H", "H", "H", "H", "H"], "positions_angstrom": [[-1.286, 4.092, -1.832], [-1.119, 3.418, -3.127], [-0.518, 2.010, -2.958], [-1.870, 0.358, -3.502], [-3.470, 0.419, -2.253], [-2.672, 0.699, -5.797], [-0.806, -1.581, -3.320], [0.591, -1.515, -3.973], [0.723, -2.284, -5.270], [0.174, -1.584, -6.332], [-2.103, 3.737, -1.357], [-1.381, 5.089, -1.948], [-2.064, 3.371, -3.671], [-0.442, 4.028, -3.727], [0.418, 1.937, -3.511], [-0.272, 1.870, -1.904], [-1.367, -2.424, -3.720], [-0.674, -1.736, -2.249], [1.352, -1.896, -3.288], [0.881, -0.486, -4.207], [0.213, -3.246, -5.204], [1.775, -2.463, -5.505], [3.961, 4.252, 5.292], [3.764, 4.421, 3.911], [4.366, 3.398, 3.136], [3.655, 3.205, 1.817], [2.432, 2.506, 1.917], [1.283, 3.238, 2.316], [0.686, 4.100, 1.229], [1.450, 5.288, 1.061], [1.340, 5.820, -0.241], [5.022, 4.324, 5.561], [3.414, 5.045, 5.800], [3.574, 3.284, 5.633], [4.356, 2.450, 3.686], [5.412, 3.671, 2.935], [4.294, 2.565, 1.203], [3.533, 4.159, 1.298], [1.481, 3.827, 3.215], [0.544, 2.475, 2.566], [-0.341, 4.370, 1.510], [0.642, 3.536, 0.292], [1.638, 5.085, -0.995], [2.005, 6.682, -0.298], [0.316, 6.142, -0.456], [-0.790, -6.431, 3.658], [-1.416, -5.387, 2.956], [-0.545, -4.300, 2.688], [-0.973, -3.532, 1.460], [-0.665, -4.179, 0.240], [-1.545, -5.193, -0.212], [-2.836, -4.676, -0.804], [-3.740, -4.290, 0.216], [-4.655, -3.305, -0.223], [-0.471, -6.111, 4.658], [-1.515, -7.237, 3.761], [0.082, -6.810, 3.112], [0.479, -4.663, 2.541], [-0.551, -3.617, 3.549], [-0.389, -2.609, 1.440], [-2.028, -3.260, 1.516], [-1.748, -5.928, 0.571], [-0.997, -5.693, -1.014], [-3.294, -5.474, -1.406], [-2.610, -3.829, -1.461], [-4.131, -2.419, -0.596], [-5.266, -3.021, 0.632], [-5.309, -3.692, -1.013]], "forces_ev_per_angstrom": [[0.4, -0.1, 0.1], [0.1, -0.2, 0.0], [-0.5, 0.1, 0.0], [0.5, -0.3, -0.1], [0.0, 0.0, 0.0], [-0.1, 0.0, 0.2], [0.0, 0.5, -0.1], [-0.3, 0.1, -0.1], [0.2, -0.1, 0.4], [-0.1, 0.1, -0.2], [-0.1, 0.0, 0.0], [-0.3, 0.1, 0.0], [-0.1, 0.1, -0.1], [0.0, 0.1, 0.0], [0.1, -0.1, -0.1], [0.1, 0.0, 0.1], [-0.1, -0.1, 0.0], [-0.1, -0.1, 0.1], [0.1, -0.1, 0.0], [0.1, 0.1, 0.1], [-0.1, -0.1, -0.1], [0.1, 0.0, -0.1], [0.0, 0.1, 0.0], [-0.2, -0.1, 0.0], [0.1, 0.1, 0.0], [0.0, 0.0, -0.1], [0.0, -0.1, 0.1], [-0.1, 0.0, 0.1], [0.1, 0.1, 0.0], [0.1, -0.1, 0.0], [0.0, 0.1, 0.0], [0.0, 0.0, 0.0], [0.0, 0.0, 0.0], [0.0, 0.0, 0.0], [0.0, 0.0, 0.0], [0.0, -0.1, 0.0], [0.0, 0.0, 0.0], [0.0, 0.1, 0.1], [0.0, 0.1, -0.1], [0.0, 0.0, 0.0], [0.0, -0.1, 0.0], [0.0, 0.0, 0.0], [-0.1, 0.0, 0.0], [0.0, 0.0, 0.0], [0.0, 0.0, 0.0], [-0.1, 0.0, 0.0], [0.0, -0.1, -0.2], [-0.1, 0.0, 0.1], [0.0, 0.2, 0.0], [0.1, -0.1, 0.0], [0.0, -0.1, -0.1], [-0.1, 0.0, 0.0], [0.1, 0.1, 0.1], [0.0, 0.0, 0.0], [0.0, 0.0, 0.0], [0.0, 0.0, 0.0], [0.0, 0.0, 0.0], [0.0, 0.0, 0.0], [0.1, 0.0, 0.0], [0.0, 0.0, 0.0], [0.0, -0.1, 0.0], [-0.1, 0.1, 0.1], [0.0, 0.0, 0.0], [0.0, 0.0, -0.1], [0.0, 0.0, 0.0], [-0.1, 0.0, -0.1], [0.0, 0.0, 0.0], [0.0, 0.0, 0.0]]}

---

# 3
{"formula": "C7H9BeO4P", "method": "ωB97M-V/def2-TZVPD", "charge": 2, "homo_ev": [-18.042, -18.274], "species": ["Be", "O", "C", "C", "O", "C", "O", "C", "O", "C", "P", "C", "C", "H", "H", "H", "H", "H", "H", "H", "H", "H"], "positions_angstrom": [[0.630, -0.659, -0.971], [-0.071, 1.021, -3.208], [0.169, 0.157, -2.428], [1.820, -1.663, -0.598], [2.665, -2.333, -0.176], [-0.721, -1.748, -1.091], [-1.747, -2.305, -0.827], [0.005, -1.431, -2.575], [-0.043, -2.007, -3.633], [0.897, 1.949, 0.602], [-0.091, 0.421, 0.640], [0.322, -0.423, 2.197], [-1.823, 0.942, 0.699], [1.959, 1.696, 0.687], [0.604, 2.623, 1.407], [0.766, 2.434, -0.372], [0.027, 0.208, 3.049], [-0.236, -1.372, 2.221], [1.402, -0.636, 2.230], [-2.004, 1.497, 1.629], [-2.060, 1.571, -0.168], [-2.471, 0.056, 0.686]], "forces_ev_per_angstrom": [[-0.9, 1.9, 1.4], [0.4, -2.7, 2.2], [0.7, 3.2, -2.4], [6.6, -4.3, 3.0], [-4.1, 3.0, -2.1], [-3.8, -2.9, 1.3], [4.0, 2.1, -1.5], [-4.1, -2.5, -7.0], [1.2, 1.3, 3.9], [0.3, -0.3, -0.7], [0.3, 1.8, 2.1], [-0.2, -0.5, -0.4], [-0.2, -0.6, -0.5], [-0.1, 0.1, 0.2], [-0.1, 0.0, 0.0], [-0.1, 0.1, 0.2], [0.1, -0.2, -0.3], [0.2, 0.3, 0.3], [-0.4, 0.1, 0.1], [0.2, -0.1, -0.2], [0.0, -0.1, 0.2], [0.0, 0.2, 0.1]]}

---

# 4
{"formula": "C6H15ClINO2PRe", "method": "ωB97M-V/def2-TZVPD", "charge": 3, "s_squared": 3.819, "homo_ev": [-19.352, -19.091], "spin_multiplicity": 4, "species": ["C", "C", "H", "H", "H", "O", "I", "Re", "P", "C", "C", "H", "H", "H", "C", "H", "H", "H", "H", "H", "H", "C", "O", "Cl", "N", "H", "H", "H"], "positions_angstrom": [[-3.743, 2.619, -3.505], [-3.698, 1.360, -2.661], [-4.555, 2.548, -4.246], [-2.788, 2.741, -4.028], [-3.924, 3.484, -2.853], [-4.415, 0.393, -2.700], [-2.055, 1.495, -1.211], [-0.024, 0.183, 1.837], [1.299, -0.790, 0.408], [1.439, -2.635, 0.531], [0.785, -0.687, -1.358], [3.141, 0.791, 0.425], [3.523, -0.664, -0.569], [3.578, -0.759, 1.233], [3.068, -0.305, 0.367], [0.492, 0.348, -1.600], [1.611, -1.017, -2.004], [2.127, -3.017, -0.233], [0.432, -3.063, 0.409], [-0.104, -1.326, -1.487], [1.811, -2.867, 1.538], [-0.931, -1.477, 2.320], [-1.453, -2.523, 2.508], [0.357, 2.432, 1.208], [0.881, 0.602, 3.649], [0.467, 1.442, 4.063], [1.885, 0.813, 3.591], [0.791, -0.123, 4.367]], "forces_ev_per_angstrom": [[0.3, 0.2, 0.2], [-4.7, -3.3, -2.2], [0.2, -0.3, 0.4], [-0.1, 0.0, 0.2], [0.1, -0.2, -0.1], [3.0, 3.3, 0.6], [1.3, 0.0, 1.7], [-1.9, 7.4, -0.1], [4.2, -3.9, -4.6], [-0.8, 0.2, 1.2], [-1.3, 1.0, -0.1], [0.2, -0.3, -0.1], [-0.4, 0.0, 0.2], [-0.1, 0.2, -0.3], [0.0, 0.9, 1.0], [0.3, -0.5, -0.1], [0.0, 0.0, 0.5], [-0.1, 0.3, 0.1], [0.4, -0.1, -0.1], [0.4, 0.2, 0.0], [0.0, -0.3, -0.3], [-4.2, -8.6, 1.5], [2.9, 6.1, -0.9], [-0.3, -2.4, 0.6], [0.4, -0.4, 0.8], [-0.1, 0.3, 0.1], [0.0, 0.0, -0.1], [0.1, -0.1, 0.1]]}

---

# 5
{"formula": "C31H31N7RuSSeSi", "method": "ωB97M-V/def2-TZVPD", "charge": 1, "s_squared": 8.785, "homo_ev": [-8.058, -10.280], "spin_multiplicity": 6, "species": ["Ru", "N", "C", "S", "N", "N", "C", "C", "C", "C", "C", "C", "C", "C", "C", "C", "C", "C", "N", "H", "H", "H", "H", "H", "H", "H", "H", "H", "H", "H", "C", "C", "C", "C", "N", "C", "C", "C", "C", "C", "C", "N", "C", "C", "C", "C", "C", "N", "H", "H", "H", "H", "H", "H", "H", "H", "H", "H", "H", "C", "Si", "C", "C", "Se", "H", "H", "H", "H", "H", "H", "H", "H", "H"], "positions_angstrom": [[0.034, -1.461, -0.528], [3.689, -3.567, 0.774], [2.725, -2.764, 0.198], [1.180, -3.522, -0.112], [3.030, -1.547, -0.062], [1.940, -0.817, -0.560], [2.219, 0.451, -0.983], [3.577, 1.039, -0.920], [4.114, 1.640, -2.057], [5.357, 2.259, -2.014], [6.074, 2.293, -0.828], [5.550, 1.690, 0.310], [4.318, 1.061, 0.263], [1.127, 1.180, -1.499], [1.116, 2.573, -1.781], [-0.010, 3.157, -2.281], [-1.168, 2.380, -2.530], [-1.116, 1.053, -2.198], [-0.026, 0.457, -1.681], [3.568, -4.560, 0.691], [4.634, -3.224, 0.706], [3.560, 1.609, -2.988], [5.764, 2.711, -2.909], [7.039, 2.782, -0.789], [6.109, 1.706, 1.237], [3.932, 0.570, 1.146], [2.001, 3.159, -1.574], [-0.016, 4.221, -2.483], [-2.065, 2.804, -2.957], [-1.974, 0.408, -2.349], [0.614, -0.526, 3.891], [-0.469, -1.158, 4.458], [-1.398, -1.806, 3.639], [-1.184, -1.787, 2.280], [-0.122, -1.190, 1.743], [0.760, -0.566, 2.506], [-2.139, -2.411, 1.286], [-3.317, -3.017, 1.680], [-4.154, -3.549, 0.716], [-3.793, -3.476, -0.614], [-2.599, -2.864, -0.954], [-1.802, -2.337, -0.013], [-2.117, -2.769, -2.379], [-2.886, -3.135, -3.467], [-2.319, -3.025, -4.734], [-1.027, -2.558, -4.866], [-0.336, -2.195, -3.720], [-0.879, -2.306, -2.514], [1.355, -0.013, 4.490], [-0.607, -1.156, 5.532], [-2.251, -2.304, 4.077], [1.591, -0.105, 1.988], [-3.584, -3.078, 2.724], [-5.083, -4.024, 1.004], [-4.428, -3.902, -1.376], [-3.899, -3.490, -3.355], [-2.895, -3.304, -5.607], [-0.551, -2.465, -5.833], [0.674, -1.806, -3.748], [-2.422, 2.464, 3.762], [-2.038, 3.041, 2.043], [-3.116, 4.445, 1.530], [-0.253, 3.461, 1.833], [-2.473, 1.210, 0.749], [-2.466, 3.327, 4.435], [-1.638, 1.792, 4.119], [-3.381, 1.944, 3.826], [-3.001, 5.305, 2.198], [-4.167, 4.151, 1.526], [-2.850, 4.770, 0.521], [-0.018, 4.370, 2.397], [-0.006, 3.640, 0.783], [0.390, 2.656, 2.201]], "forces_ev_per_angstrom": [[2.7, -0.2, -0.7], [-0.3, 0.1, 0.0], [0.7, -0.4, 0.2], [-0.7, 0.7, -0.3], [-0.9, 0.3, -0.5], [0.4, 0.4, 0.6], [0.2, 0.0, 0.0], [-0.2, 0.0, 0.0], [0.1, 0.0, -0.1], [0.0, 0.0, 0.0], [0.0, 0.0, 0.0], [0.0, 0.0, 0.0], [0.0, 0.0, 0.0], [-0.1, 0.0, 0.0], [0.1, -0.1, 0.0], [-0.2, 0.1, -0.1], [0.3, 0.2, 0.0], [0.0, -0.2, 0.1], [-0.5, -0.6, 0.3], [0.0, 0.0, 0.0], [0.0, 0.0, 0.0], [0.0, 0.0, 0.0], [0.0, 0.0, 0.0], [0.0, 0.0, 0.0], [0.0, 0.0, 0.0], [0.0, 0.0, 0.0], [0.0, 0.0, 0.0], [0.0, 0.0, 0.0], [0.0, 0.0, 0.0], [0.0, 0.0, 0.0], [0.3, 0.2, -0.3], [-0.4, -0.2, 0.0], [0.3, 0.2, 0.5], [-0.6, -0.4, -0.7], [-0.2, 0.1, 0.0], [-0.1, -0.1, 0.2], [0.4, 0.3, 0.4], [-0.1, -0.1, 0.1], [-0.1, -0.1, 0.0], [0.0, -0.1, -0.1], [0.1, 0.0, -0.5], [-0.7, 0.1, 0.1], [-0.3, -0.1, 0.8], [0.0, 0.0, -0.4], [-0.3, -0.1, 0.1], [0.3, 0.1, 0.0], [-0.1, -0.1, 0.0], [0.0, 0.1, -0.1], [-0.1, 0.0, 0.0], [0.0, 0.0, 0.0], [0.0, 0.0, 0.0], [0.0, 0.0, 0.1], [0.0, 0.0, 0.0], [0.0, 0.0, 0.0], [0.0, 0.0, 0.0], [0.0, 0.0, 0.0], [0.0, 0.0, 0.0], [0.0, 0.0, 0.0], [0.0, 0.0, -0.1], [0.0, -0.1, 0.4], [0.0, -0.1, -0.1], [-0.2, 0.3, -0.1], [0.4, 0.1, 0.0], [-0.2, -0.2, -0.1], [0.0, -0.1, 0.0], [-0.1, 0.0, 0.0], [0.0, 0.0, 0.0], [0.0, -0.1, 0.0], [0.0, 0.0, 0.0], [-0.1, 0.0, 0.0], [0.0, -0.1, -0.1], [0.0, 0.0, 0.0], [0.0, 0.0, 0.0]]}

---

# 6
{"formula": "C5H8OS2", "method": "ωB97M-V/def2-TZVPD", "charge": 0, "homo_ev": -8.902, "smiles": "CC(=S)[C@@H](C)OC=S", "species": ["C", "C", "C", "C", "C", "H", "H", "H", "H", "H", "H", "H", "H", "O", "S", "S"], "positions_angstrom": [[0.588, 1.965, -0.326], [0.333, 0.738, 0.559], [-1.628, -0.141, -0.555], [1.001, -0.683, 0.163], [0.271, -2.006, 0.527], [-0.132, 2.744, -0.128], [0.558, 1.782, -1.437], [1.567, 2.428, 0.053], [0.455, 0.975, 1.693], [-1.062, -0.190, -1.437], [0.938, -2.804, 0.630], [-0.452, -1.882, 1.463], [-0.409, -2.201, -0.397], [-1.102, 0.483, 0.528], [-3.281, -0.520, -0.550], [2.355, -0.688, -0.786]], "forces_ev_per_angstrom": [[2.1, 0.2, 0.4], [-0.8, -1.3, 0.6], [-4.0, 1.2, 2.4], [0.9, 0.9, -0.5], [-3.1, 2.7, 0.0], [-0.6, -0.1, 0.3], [0.4, -0.1, 1.2], [-1.1, -0.8, -1.2], [0.3, -0.5, -2.1], [1.2, -0.3, -1.0], [1.1, -1.1, 0.2], [1.6, -0.3, -2.0], [1.0, 0.0, 1.7], [-0.6, -1.1, -1.0], [2.9, 0.3, -0.2], [-1.3, 0.0, 1.1]]}